Entry from the OMol25 dataset: an isolated molecule of C3H4F2S (ωB97M-V/def2-TZVPD).

Geometry as ORCA input:
```
! wB97M-V def2-TZVPD RIJCOSX def2/J DEFGRID3
* xyz 0 1
C 0.32718 -0.51755 0.33321
C -0.35241 0.78742 0.66011
C 0.16047 0.74326 -0.59233
H 0.11700 -2.53938 -0.96825
H 1.30516 -0.71310 0.85704
H -1.48302 0.66850 0.79922
H -0.09425 1.38905 1.56113
F 1.34277 1.35947 -0.97303
F -0.63393 0.77802 -1.66150
S -0.68896 -1.95569 -0.01560
*
```

Computed properties:
SMILES   FC1(F)C[C@H]1S
E_LUMO   0.8133 eV
E_HOMO   -9.33 eV
HOMO-LUMO gap   10.15 eV
Energy relative to the best compared isomer or geometry (same formula, charge and spin)   29.3 kcal per mole

These are the natural (NBO) partial charges, in e, on atoms 1 to 6: -0.44, -0.51, 0.69, 0.14, 0.25, 0.25